1.
The following is a DFT calculation (wB97M-V/def2-TZVPD) of a cluster of 9 separate species, H18O9 in total in a non-equilibrium geometry.

The value obtained for the maximum force is 3.18 eV Å⁻¹. Its SMILES is O.O.O.O.O.O.O.O.O. Its HOMO-LUMO gap is 0.329 Ha. The energy above the lowest of the compared OMol25 structures with the same formula, charge and spin comes out at 102.7 kcal per mole. The calculation puts the LUMO energy at 0.0079 Eh.

The geometry in ORCA input format:
```
! RIJCOSX wB97M-V def2-TZVPD def2/J DEFGRID3
* xyz 0 1
H 0.45543 -0.65537 0.34129
H -0.61263 0.40061 0.10854
H -2.35637 0.32650 2.11496
H -3.78755 -0.15711 1.94798
H 1.43850 1.70019 1.64328
H 2.86767 1.30555 1.30898
H 2.39921 1.75759 -3.40031
H 2.32492 0.23956 -3.39016
H -3.36905 -2.06041 -0.53580
H -2.57544 -2.49104 -1.75841
H -1.45538 -0.42530 -4.09840
H 0.03828 -0.38394 -3.82038
H 3.21318 -4.00952 -0.43301
H 2.00547 -3.43168 -1.15244
H 0.32733 2.05122 0.19962
H 1.15354 3.27349 -0.16574
H -0.92320 -0.81005 4.37362
H -1.83244 -0.21147 5.43430
O 0.19629 0.23457 0.60559
O -3.19408 0.25457 2.58619
O 2.18656 1.95134 1.08982
O 1.96755 1.02084 -2.95326
O -2.64026 -1.78644 -1.10395
O -0.81305 -0.50032 -3.38372
O 2.87246 -3.18956 -0.80793
O 0.83022 2.43964 -0.52511
O -1.31962 0.02302 4.65263
*
```

Charges per atom according to Löwdin partitioning, unit e: 0.066, 0.055, 0.014, 0.028, 0.033, 0.053, 0.041, 0.030, 0.030, 0.033, 0.035, 0.011, 0.033, 0.030, -0.010, 0.041, 0.034, 0.037, -0.049, -0.062, -0.085, -0.049, -0.063, -0.059, -0.062, -0.104, -0.062

***

2.
The following is a DFT calculation (wB97M-V/def2-TZVPD) of the molecule C6H16N2 in a non-equilibrium geometry.

The value obtained for the maximum force is 3.77 eV Å⁻¹. Its SMILES is CCCNC[C@@H](C)N. Its HOMO-LUMO gap is 0.349 Ha. The energy above the lowest of the compared OMol25 structures with the same formula, charge and spin comes out at 42.8 kcal per mole. The calculation puts the LUMO energy at 0.0384 Eh.

The geometry in ORCA input format:
```
! RIJCOSX wB97M-V def2-TZVPD def2/J DEFGRID3
* xyz 0 1
N -0.84220 1.73721 0.25760
C 0.18756 1.43797 1.22768
C 1.44338 2.19131 0.93670
C 0.64799 -0.07710 1.05548
N -0.49510 -0.91638 1.29140
C -0.82469 -1.85443 0.21162
C -1.04652 -1.46115 -1.25891
C 0.22944 -1.05122 -2.03479
H -0.45366 1.93958 -0.65437
H -1.54657 1.05223 0.07008
H -0.20540 1.53070 2.34129
H 1.91230 1.63054 0.11192
H 2.13723 2.00591 1.77027
H 1.41628 3.20495 0.62414
H 1.54496 -0.21661 1.69486
H 1.09947 -0.15279 0.02918
H -1.29198 -0.44551 1.65557
H -1.89877 -2.10171 0.52226
H -0.31124 -2.81473 0.15681
H -1.58146 -2.30473 -1.74371
H -1.73269 -0.59937 -1.35101
H 0.30824 0.01837 -2.15409
H 1.11647 -1.52009 -1.62692
H 0.18697 -1.23295 -3.13307
*
```

Charges per atom according to Löwdin partitioning, unit e: 0.038, -0.446, -0.093, -0.225, -0.065, -0.242, -0.251, -0.128, 0.068, 0.041, 0.167, 0.077, 0.087, 0.066, 0.111, 0.091, 0.087, 0.126, 0.106, 0.107, 0.090, 0.046, 0.066, 0.074